Density functional theory data (ωB97M-V/def2-TZVPD) for C14H51N21O15SV as an isolated structure.

## Properties
Net charge: +1
2S+1: 3
Maximum force, eV/A: 8.54
Energy, eV: -113872.1163

Cartesian coordinates (Å):
V1 0.778 19.729 -20.856
S1 2.038 17.646 -19.452
O1 3.202 17.943 -18.621
O2 1.586 16.248 -19.400
O3 0.975 18.588 -19.281
O4 2.286 18.224 -20.809
C1 6.314 19.974 -20.471
C2 6.456 19.066 -21.627
C3 7.606 18.090 -21.268
O5 8.933 18.578 -21.347
C4 9.883 17.506 -20.972
N1 5.201 18.312 -21.833
H1 6.253 19.342 -19.585
H2 5.510 20.710 -20.444
H3 7.245 20.507 -20.276
H4 6.708 19.575 -22.557
H5 7.539 17.151 -21.816
H6 7.427 17.716 -20.260
H7 9.763 17.138 -19.953
H8 10.890 17.925 -20.954
H9 9.946 16.532 -21.457
H10 4.336 18.833 -21.810
H11 5.066 17.890 -20.925
C5 -2.514 19.457 -19.910
O6 -1.340 19.547 -20.371
N2 -3.173 18.411 -20.062
N3 -3.198 20.400 -19.252
H12 -4.093 18.555 -19.670
H13 -2.776 17.662 -20.611
H14 -4.128 20.136 -18.958
H15 -2.932 21.358 -19.428
C6 -0.524 19.730 -15.514
O7 0.489 20.319 -15.220
N4 -1.281 19.204 -14.614
N5 -0.796 19.298 -16.693
H16 -1.994 18.530 -14.853
H17 -0.881 19.372 -13.702
H18 -0.145 19.673 -17.367
H19 -1.729 19.021 -16.964
C7 -1.283 15.781 -21.224
O8 -2.185 15.975 -22.045
N6 -0.177 15.299 -21.621
N7 -1.275 15.969 -19.928
H20 0.163 15.370 -22.569
H21 0.542 15.511 -20.943
H22 -0.528 15.674 -19.316
H23 -2.064 16.414 -19.481
C8 -0.403 18.439 -23.466
O9 0.056 18.455 -22.346
N8 -1.009 19.414 -24.071
N9 -0.215 17.465 -24.354
H24 -1.420 19.180 -24.963
H25 -1.065 20.401 -23.867
H26 -0.631 17.625 -25.260
H27 0.185 16.571 -24.108
C9 2.855 20.846 -23.500
O10 2.194 20.211 -22.700
N10 2.693 22.127 -23.728
N11 3.875 20.360 -24.107
H28 3.173 22.527 -24.522
H29 1.769 22.409 -23.433
H30 4.301 21.053 -24.706
H31 4.125 19.382 -24.082
C10 -0.272 15.618 -16.439
O11 -1.004 15.726 -15.453
N12 0.336 14.558 -16.766
N13 -0.010 16.566 -17.239
H32 1.124 14.892 -17.303
H33 0.392 14.003 -15.924
H34 0.571 16.353 -18.038
H35 -0.269 17.448 -16.820
C11 4.525 19.720 -16.079
O12 5.013 19.927 -14.999
N14 3.235 19.789 -16.338
N15 5.219 19.298 -17.110
H36 2.963 19.303 -17.180
H37 2.617 20.036 -15.578
H38 6.226 19.379 -17.108
H39 4.731 18.793 -17.836
C12 2.979 22.094 -20.047
O13 2.275 21.087 -20.115
N16 3.477 22.707 -21.098
N17 3.344 22.715 -18.944
H40 4.068 23.502 -20.902
H41 3.127 22.506 -22.024
H42 2.731 22.530 -18.163
H43 4.075 23.411 -18.938
C13 5.537 15.391 -18.788
O14 6.458 14.726 -18.615
N18 5.616 16.677 -18.864
N19 4.385 14.916 -19.064
H44 4.760 17.208 -18.934
H45 6.472 17.192 -18.716
H46 3.655 15.565 -19.322
H47 4.320 13.922 -18.899
C14 -0.045 22.291 -18.099
O15 -0.015 21.242 -18.734
N20 -0.389 23.451 -18.565
N21 0.199 22.486 -16.884
H48 -0.563 23.422 -19.559
H49 -0.259 24.270 -17.989
H50 0.489 21.707 -16.309
H51 -0.117 23.410 -16.625



Density functional theory data (ωB97M-V/def2-TZVPD) for a 2-piece molecular cluster, CH5IN2 overall.

## Properties
Maximum force, eV/A: 1.20
ΔE to the lowest compared entry with this formula, charge and spin, kcal/mol: 65.2

Cartesian coordinates (Å):
C1 -1.243 -1.368 -0.194
N1 0.323 1.506 -0.042
N2 0.904 0.464 -0.563
I1 -2.489 0.284 0.009
H1 -1.373 -1.878 -1.133
H2 -1.213 -1.979 0.690
H3 -0.132 2.125 -0.699
H4 0.236 1.699 0.951
H5 1.285 -0.155 0.156